A single C4H8OS2 molecule, computed with ωB97M-V/def2-TZVPD.

```
15
Properties=species:S:1:pos:R:3:lowdin_charge:R:1
S 1.52408 -1.90494 -0.34335 0.74
C 0.75042 -0.82410 0.87003 -0.56
C 0.15034 0.36715 0.26798 -0.54
C -1.41859 0.34704 0.03753 -0.42
S -1.96329 -1.37469 -0.30864 0.73
C 0.70121 1.70447 -0.21478 -0.08
O 0.68300 0.57983 -1.05806 -0.16
H 2.11849 -0.87480 -1.01921 -0.10
H -0.15932 -1.60930 1.19143 0.08
H 1.33496 -0.53415 1.75224 0.08
H -2.07833 0.54569 0.92190 0.09
H -1.73759 0.86965 -0.81861 0.05
H -1.20319 -1.76109 -1.26009 -0.19
H -0.28546 2.41709 -0.37048 0.17
H 1.58326 2.05216 0.35211 0.12
```

The value obtained for the energy relative to the best compared isomer or geometry (same formula, charge and spin) is 3.211 eV. As for the structure (SMILES): SCC1(CS)CO1. The HOMO energy is -8.8707 eV.

A single C3H6O molecule, computed with ωB97M-V/def2-TZVPD.

```
10
Properties=species:S:1:pos:R:3:lowdin_charge:R:1
C 1.38249 0.67916 -0.54688 -0.03
C 0.15500 0.59693 0.07015 -0.18
C -0.49620 -0.79019 0.14990 -0.25
O -1.90425 -0.45767 -0.08008 -0.10
H 1.83061 1.75735 -0.45684 0.07
H 2.13502 -0.11020 -0.77050 0.06
H -0.35583 1.38255 0.60689 0.09
H -0.36873 -1.42433 -0.84424 0.15
H -0.07139 -1.20608 1.09550 0.12
H -2.30672 -0.42752 0.77609 0.06
```

The value obtained for the energy relative to the best compared isomer or geometry (same formula, charge and spin) is 2.267 eV. As for the structure (SMILES): C=CCO. The HOMO energy is -9.5227 eV.

A molecular structure, C8H20BBr8Na2, computed with ωB97M-V/def2-TZVPD.

```
39
Properties=species:S:1:pos:R:3:lowdin_charge:R:1
Na -1.65530 -1.98971 1.62625 0.06
Na 0.91160 -2.89892 1.50312 0.33
B -0.06330 -1.33587 0.55735 -0.73
H -1.02630 -0.85093 0.51631 -0.01
H 0.27227 -1.34167 1.58282 -0.05
H -0.06418 -2.39370 0.34469 -0.01
H 0.49557 -0.88889 -0.25019 -0.02
Br -2.18157 3.09582 -1.17918 0.63
C -0.48600 2.30822 -0.45503 -0.88
C -0.11560 1.18075 -1.40186 -0.90
Br 0.07930 1.98123 -3.22816 0.58
H -0.48289 2.02171 0.59664 -0.10
H 0.25351 3.10840 -0.48560 -0.11
H -0.91746 0.44840 -1.30811 -0.01
H 0.79644 0.71496 -1.02859 -0.08
Br 3.03703 -2.37276 0.50283 0.91
C 2.70018 -0.71272 -0.50841 -0.57
C 2.54422 0.44480 0.41661 -0.55
Br 2.24291 2.16079 -0.50668 0.86
H 1.79510 -0.80948 -1.10806 -0.02
H 3.49284 -0.50475 -1.22712 0.09
H 3.34656 0.65536 1.12372 0.08
H 1.61633 0.35053 0.98073 0.01
Br 0.59875 3.35191 1.64337 0.85
C -0.82076 2.27027 2.43569 -0.53
C -0.33446 0.78950 2.23927 -0.59
Br -1.49564 -0.48719 3.15804 0.99
H -1.77788 2.41388 1.93430 0.07
H -0.93835 2.45297 3.50381 0.07
H 0.68920 0.79255 2.61374 0.08
H -0.17763 0.52897 1.19255 0.00
Br -3.43376 -2.52970 -0.76663 0.74
C -2.15777 -2.19422 -2.26273 -0.53
C -0.89617 -1.52831 -1.70648 -0.65
Br 0.20169 -0.63670 -3.06411 0.80
H -2.70673 -1.60276 -2.99548 0.07
H -1.86749 -3.12323 -2.75343 0.07
H -0.19913 -2.15412 -1.14916 0.04
H -1.27500 -0.71551 -1.08685 0.00
```

The value obtained for the energy relative to the best compared isomer or geometry (same formula, charge and spin) is 13.762 eV. Its net charge is +1. The HOMO energy is -10.8048 eV.

2 unconnected molecules or ions with the total composition C6H10O, computed with ωB97M-V/def2-TZVPD.

```
17
Properties=species:S:1:pos:R:3:lowdin_charge:R:1
C 1.84234 -0.47776 -0.51366 -0.06
C 0.65584 -0.07451 0.35924 -0.31
C 0.17894 1.37166 0.14148 -0.15
C -1.11378 1.22002 -0.62131 -0.05
C -1.52771 -0.04718 -0.71053 -0.01
C -0.50404 -0.94694 -0.13194 -0.48
O -0.50762 -2.15943 -0.12589 0.04
H 1.60356 -0.26595 -1.56279 0.09
H 2.75897 0.05328 -0.24676 0.08
H 2.00314 -1.55531 -0.41566 0.08
H 0.87611 -0.28410 1.41297 0.14
H 0.91044 1.97793 -0.40607 0.12
H -0.01368 1.89834 1.08638 0.12
H -1.63136 2.07661 -1.04554 0.11
H -2.44299 -0.41433 -1.16032 0.12
H -1.62535 -0.84207 2.08361 0.08
H -1.46279 -1.53026 1.85680 0.07
```

The value obtained for the energy relative to the best compared isomer or geometry (same formula, charge and spin) is 0.947 eV. As for the structure (SMILES): C[C@H]1CC=CC1=O.[H][H]. The HOMO energy is -9.4523 eV.

A single CH7N2O2P molecule, computed with ωB97M-V/def2-TZVPD.

```
13
Properties=species:S:1:pos:R:3:lowdin_charge:R:1
C 0.99113 1.06538 -0.29060 -0.27
N 0.24334 -0.02407 0.25403 -0.34
N 1.05247 -1.50367 0.06969 0.03
P -1.41642 0.05727 -0.51005 0.70
O -1.97513 -1.17216 0.35012 -0.29
O -1.89090 1.28849 0.36031 -0.29
H 0.30387 1.98650 -0.04259 0.09
H 1.98256 0.97792 0.31875 0.09
H 1.39670 1.05969 -1.35487 0.07
H 1.85273 -1.37807 0.59057 -0.02
H 1.52160 -1.54053 -0.87498 0.06
H -2.04376 -1.97946 -0.20956 0.07
H -2.01820 1.16272 1.33918 0.11
```

The value obtained for the energy relative to the best compared isomer or geometry (same formula, charge and spin) is 2.908 eV. As for the structure (SMILES): CN(N)P(O)O. The HOMO energy is -8.6159 eV.

3 unconnected molecules or ions with the total composition C5H11NO, computed with ωB97M-V/def2-TZVPD.

```
18
Properties=species:S:1:pos:R:3:lowdin_charge:R:1
C -0.76831 -0.32832 1.94378 -0.07
C -0.97584 0.50974 0.72374 -0.23
N -0.29980 1.57293 0.53436 0.05
C -0.57063 2.26980 -0.65997 -0.35
O -1.66373 2.42400 -1.14998 0.05
H -1.32244 -1.26716 1.90156 0.07
H 0.29494 -0.55142 2.05687 0.08
H -1.08135 0.22162 2.83563 0.09
H -1.73485 0.19828 -0.00306 0.12
H 0.34415 2.69861 -1.10775 0.12
H 2.31825 0.60309 -0.25583 0.05
H 1.75143 0.94891 0.08427 0.04
C 1.26389 -1.43305 -1.23382 -0.12
C -0.02940 -1.67503 -1.07150 -0.10
H 1.63772 -0.85772 -2.07441 0.05
H 2.00651 -1.78169 -0.52420 0.05
H -0.76978 -1.30833 -1.77492 0.06
H -0.40073 -2.24425 -0.22477 0.05
```

The value obtained for the energy relative to the best compared isomer or geometry (same formula, charge and spin) is 3.367 eV. As for the structure (SMILES): C/C=N/C=O.[H][H].C=C. The HOMO energy is -10.0021 eV.